The following is a quantum chemistry calculation of a 8-piece molecular cluster, C9H33NO8 overall in a non-equilibrium geometry, from OMol25.

The HOMO energy comes out at -9.69 eV. For the strongest force on any atom, the calculation gives 2.700 eV Å⁻¹. Its relative energy (zero: lowest compared OMol25 entry of this formula, charge and spin) is 0.000 eV. The gap between HOMO and LUMO comes out at 10.036 eV. Its SMILES is CC1(C)CCCC(C)(C)N1O.O.O.O.O.O.O.O.

Structure (ORCA input):
```
! RIJCOSX wB97M-V def2-TZVPD def2/J DEFGRID3
* xyz 0 1
O -1.2570 2.2963 -1.2897
H -0.9969 1.4013 -1.4427
H -1.2230 2.7119 -2.1625
O -0.7975 1.5116 3.4901
H -0.9649 0.5618 3.5952
H -1.6388 1.9897 3.5834
O 1.9597 0.8830 3.9093
H 1.3472 1.5018 4.3541
H 1.9437 1.0625 2.9594
O -0.3671 -1.4274 3.8426
H 0.4149 -0.9197 3.5338
H -0.1465 -1.6810 4.7461
O -2.6305 3.4261 1.7998
H -2.7564 3.1909 0.8327
H -1.6937 3.7135 1.7800
O 3.0233 3.8148 -0.4849
H 3.0017 3.5538 -1.4372
H 2.1173 3.9362 -0.1740
O 0.1926 3.2739 1.0526
H -0.3204 2.8703 0.3590
H 0.5276 2.6504 1.6561
C 1.0409 0.2746 -3.0945
C 0.8462 -0.8633 -2.0891
C 1.8994 -0.7980 -1.0275
C 1.5231 -1.6628 0.1306
C 0.1364 -1.3732 0.7681
C -1.0024 -1.4389 -0.3201
N -0.5655 -0.5192 -1.5113
O -1.5872 -0.5961 -2.5284
C -1.2566 -2.9092 -0.5952
C -2.2972 -0.8573 0.1683
C 0.8941 -2.2368 -2.7689
H 0.3783 0.3870 -3.9339
H 0.9835 1.2123 -2.6088
H 2.0817 0.2210 -3.5274
H 2.7961 -1.0827 -1.5777
H 1.9930 0.2512 -0.7895
H 1.5181 -2.7030 -0.2031
H 2.2641 -1.6360 0.8862
H 0.1105 -0.3873 1.2360
H -0.1738 -2.1051 1.5036
H -1.9404 -3.2042 -1.4375
H -1.8766 -3.2515 0.2230
H -0.3985 -3.5606 -0.7257
H -2.5646 -1.1882 1.1622
H -3.1659 -1.1795 -0.4206
H -2.3028 0.2375 0.1076
H 0.1745 -2.2250 -3.5488
H 1.8708 -2.4421 -3.1940
H 0.7179 -3.1351 -2.1959
H -1.8327 -1.5502 -2.5910
*
```

These are the Mulliken partial charges, in e, on atoms 1 to 6: -0.7603, 0.3442, 0.2464, -0.5149, 0.3202, 0.2766

=====

The following is a quantum chemistry calculation of a 9-piece molecular cluster, C9H35ClNO9 overall in a non-equilibrium geometry, from OMol25.

The HOMO energy (spin up / spin down) comes out at -9.75 / -9.75 eV. For the strongest force on any atom, the calculation gives 3.813 eV Å⁻¹. Its expectation value of S² is 0.754. The gap between HOMO and LUMO (spin up / spin down) comes out at 9.679 / 4.654 eV.

Structure (ORCA input):
```
! RIJCOSX wB97M-V def2-TZVPD def2/J DEFGRID3
* xyz 0 2
Cl -0.3650 -0.9779 -1.6327
C -1.9213 2.2173 4.5581
O -0.8226 1.6450 3.7672
C -1.2269 1.1857 2.4935
C 0.0964 0.9586 1.6554
N 0.9802 0.0393 2.4016
C 2.2001 -0.2421 1.7217
C 3.2421 -1.0596 2.5601
O 4.4814 -1.2464 1.8414
C 4.4301 -2.0540 0.7118
H -1.5486 2.8765 5.3421
H -2.3925 1.3109 4.9383
H -2.5913 2.8273 3.9523
H -1.8756 1.9235 2.0213
H -1.7583 0.2340 2.4850
H 0.5022 1.9518 1.4629
H -0.2560 0.6083 0.6852
H 0.4195 -0.7958 2.4930
H 2.5902 0.7072 1.3547
H 1.8322 -0.7654 0.8392
H 2.7846 -2.0353 2.7238
H 3.4210 -0.6438 3.5517
H 5.3974 -2.5106 0.5022
H 3.8964 -1.5133 -0.0697
H 3.7927 -2.9039 0.9557
C -4.0854 1.2425 -1.5248
O -3.3117 0.7432 -0.4603
H -3.4355 1.5527 -2.3430
H -4.7657 0.4855 -1.9150
H -4.5229 2.1919 -1.2162
H -2.5142 0.3354 -0.8059
C 2.9481 1.4037 -1.9698
O 2.6680 0.0455 -2.0322
H 2.9089 1.7449 -0.9354
H 3.9567 1.6168 -2.3237
H 2.3074 2.0437 -2.5766
H 1.7661 -0.2071 -1.8215
C -0.6527 2.6327 -2.2065
O -0.7568 1.5968 -3.1505
H -0.6042 2.1368 -1.2370
H 0.3497 3.0470 -2.3146
H -1.3931 3.4325 -2.1924
H -0.4109 0.8184 -2.7078
O -0.8854 -1.5623 -4.6766
H -1.7581 -1.2382 -4.8994
H -0.7101 -1.2016 -3.8075
O 0.2036 -3.7624 -2.8242
H -0.1742 -2.9999 -2.3859
H 0.2709 -4.4253 -2.1370
O -3.6241 -2.2826 -0.8570
H -3.8812 -2.2053 0.0618
H -2.7774 -1.8389 -0.9073
O -0.9693 -2.3045 1.3013
H -0.6809 -3.1317 0.9155
H -0.7738 -1.6472 0.6335
*
```

These are the Mulliken partial charges, in e, on atoms 1 to 6: -0.9036, -0.7395, -0.3652, -0.8225, -0.0952, 0.0359

=====

The following is a quantum chemistry calculation of a 9-piece molecular cluster, C9H36N18O9 overall in a non-equilibrium geometry, from OMol25.

The HOMO energy comes out at -8.51 eV. For the strongest force on any atom, the calculation gives 7.554 eV Å⁻¹. Its relative energy (zero: lowest compared OMol25 entry of this formula, charge and spin) is 7.305 eV. The gap between HOMO and LUMO comes out at 8.068 eV. Its SMILES is NC(N)=O.NC(N)=O.NC(N)=O.NC(N)=O.NC(N)=O.NC(N)=O.NC(N)=O.NC(N)=O.NC(N)=O.

Structure (ORCA input):
```
! RIJCOSX wB97M-V def2-TZVPD def2/J DEFGRID3
* xyz 0 1
C -2.6382 -3.8667 0.8012
O -2.0725 -4.4422 -0.1302
N -1.9553 -3.0097 1.5953
N -3.9211 -3.9114 1.2280
H -0.9941 -2.7448 1.4338
H -2.4661 -2.4380 2.2528
H -4.5586 -4.2796 0.5365
H -4.0956 -3.0175 1.6647
C 1.9538 -2.5243 -5.0260
O 3.0518 -2.9337 -5.3441
N 0.9759 -3.3327 -4.8653
N 1.8378 -1.4375 -4.3696
H 0.0709 -2.9532 -4.6264
H 1.1772 -4.3054 -4.6825
H 0.9423 -1.1582 -3.9951
H 2.6606 -0.8559 -4.3010
C 2.0676 -3.9437 -0.8172
O 2.8572 -3.3156 -1.5084
N 2.4833 -4.9052 0.0327
N 0.8173 -3.8303 -0.7089
H 1.8389 -5.5992 0.3839
H 3.4714 -5.0977 0.1149
H 0.3155 -4.3631 -0.0128
H 0.3948 -3.0513 -1.1934
C 0.7085 -0.0448 0.0880
O 0.2980 -0.8681 0.8375
N 0.6307 1.2303 0.2496
N 1.1365 -0.4244 -1.0768
H 0.2764 1.4890 1.1593
H 0.8236 1.9218 -0.4609
H 1.5976 0.3258 -1.5714
H 1.0899 -1.4184 -1.2499
C -2.7434 0.4762 -1.7411
O -2.1226 1.4962 -1.9742
N -2.5119 -0.2900 -0.7638
N -3.7561 0.1253 -2.4141
H -2.1013 -0.0212 0.1190
H -2.9866 -1.1815 -0.7665
H -4.2640 0.8383 -2.9179
H -4.3107 -0.6560 -2.0946
C -0.3786 4.6971 4.0893
O 0.3357 5.6281 3.7974
N -1.3843 4.9665 4.8648
N -0.4182 3.4796 3.6254
H -2.0149 4.2058 5.0743
H -1.3489 5.8403 5.3701
H -0.6201 2.6607 4.1810
H 0.4416 3.3979 3.1017
C -1.6071 4.8630 0.2376
O -0.7087 5.3142 -0.4086
N -1.5408 3.5906 0.6190
N -2.7001 5.4004 0.6491
H -2.0927 3.2972 1.4123
H -0.9681 2.9291 0.1145
H -3.4379 4.7653 0.9180
H -2.9152 6.3587 0.4135
C 2.0052 2.0045 -3.1123
O 1.8050 1.1004 -3.9149
N 3.1684 2.2451 -2.4287
N 1.1057 2.8884 -2.8764
H 3.2032 3.1322 -1.9471
H 3.8774 1.5513 -2.6188
H 1.2280 3.8304 -2.5332
H 0.2781 2.5636 -3.3556
C 2.5944 -0.9752 3.8082
O 3.1476 0.1039 3.6549
N 1.4380 -1.4350 3.3206
N 3.0023 -1.9695 4.5801
H 1.1290 -2.3204 3.6957
H 1.0458 -0.9947 2.5006
H 2.3687 -2.7483 4.4699
H 3.9816 -2.0532 4.8122
*
```

These are the Mulliken partial charges, in e, on atoms 1 to 6: 0.6754, -0.6271, -0.2355, -0.5092, 0.0384, 0.1910

=====

The following is a quantum chemistry calculation of a 9-piece molecular cluster, C9H36N18O9 overall in a non-equilibrium geometry, from OMol25.

The HOMO energy comes out at -9.10 eV. For the strongest force on any atom, the calculation gives 4.010 eV Å⁻¹. Its relative energy (zero: lowest compared OMol25 entry of this formula, charge and spin) is 2.799 eV. The gap between HOMO and LUMO comes out at 9.315 eV. Its SMILES is NC(N)=O.NC(N)=O.NC(N)=O.NC(N)=O.NC(N)=O.NC(N)=O.NC(N)=O.NC(N)=O.NC(N)=O.

Structure (ORCA input):
```
! RIJCOSX wB97M-V def2-TZVPD def2/J DEFGRID3
* xyz 0 1
C -2.4508 -3.7094 1.7568
O -2.0164 -3.3253 2.8280
N -2.4397 -4.9664 1.3059
N -2.9686 -2.8819 0.8584
H -2.9144 -5.1257 0.4356
H -1.7598 -5.5938 1.7006
H -3.7092 -3.0894 0.2109
H -2.8208 -1.9502 1.2148
C 2.3032 3.3336 0.5729
O 3.4660 3.6756 0.3397
N 2.0173 2.6332 1.6639
N 1.2981 3.3027 -0.2651
H 1.0576 2.3692 1.8257
H 2.7177 2.4851 2.3712
H 1.5357 3.5273 -1.2163
H 0.4282 2.8781 0.0185
C -0.5269 0.3506 0.7178
O -0.9749 1.5039 0.7186
N -0.8856 -0.5761 1.5512
N 0.5881 0.0335 0.0592
H -1.5346 -0.1432 2.1941
H -0.2703 -1.3426 1.7812
H 0.9733 0.6592 -0.6322
H 0.9779 -0.9018 0.0672
C 2.3412 -2.5600 1.5068
O 1.3267 -2.6005 0.8205
N 3.2595 -3.5057 1.3984
N 2.6356 -1.6023 2.3241
H 4.1885 -3.3668 1.7613
H 3.1629 -4.1710 0.6491
H 3.6018 -1.5382 2.6009
H 2.0215 -0.8250 2.5018
C 3.2050 3.0790 -2.9808
O 2.9114 1.9603 -2.5573
N 4.0134 3.9967 -2.4073
N 2.7427 3.5462 -4.1244
H 4.0666 4.9619 -2.6800
H 4.0039 3.8072 -1.4001
H 1.9195 3.0698 -4.4607
H 3.0519 4.4230 -4.5024
C -0.2398 -3.7245 -2.3816
O 0.0929 -2.6680 -2.8804
N 0.0720 -4.0932 -1.1397
N -0.5769 -4.7572 -3.1664
H 0.3931 -3.3648 -0.5110
H 0.3718 -5.0103 -0.8578
H -0.8263 -5.6130 -2.7002
H -0.6312 -4.6273 -4.1615
C -4.2699 3.6830 -0.1375
O -5.1711 4.2479 0.4883
N -3.0386 3.4427 0.3546
N -4.4521 3.3050 -1.4047
H -2.5200 2.6450 0.0154
H -2.6667 3.8183 1.2093
H -5.3391 3.2969 -1.8760
H -3.6582 2.9147 -1.8863
C 5.4617 0.5152 -0.0660
O 6.5268 0.1309 0.4420
N 4.2678 0.6112 0.4876
N 5.4848 0.8845 -1.3393
H 4.1280 0.2206 1.4036
H 3.6114 1.3450 0.2719
H 6.3364 1.0116 -1.8567
H 4.6126 1.0810 -1.8119
C -5.8374 -0.4637 1.2489
O -5.3339 -1.1284 0.3955
N -5.1308 0.3322 2.0061
N -7.1745 -0.4180 1.4804
H -4.1561 0.5293 1.8614
H -5.5224 0.6429 2.8809
H -7.4626 0.3752 2.0301
H -7.8951 -0.9858 1.0730
*
```

These are the Mulliken partial charges, in e, on atoms 1 to 6: 0.7284, -0.6871, -0.4363, -0.2449, 0.1744, 0.2305

=====

What is the formula in the third record?
C9H36N18O9

=====

Which of these has the highest strongest force on any atom?
number 3